# 1
{"formula": "C34H59ClCoN2O2Si", "method": "wB97M-V/def2-TZVPD", "species": ["C", "H", "H", "O", "H", "H", "H", "C", "H", "C", "H", "C", "H", "C", "H", "H", "N", "H", "H", "C", "H", "H", "H", "H", "H", "H", "H", "C", "H", "H", "H", "Si", "C", "H", "C", "C", "C", "H", "Co", "C", "H", "C", "H", "C", "C", "C", "H", "H", "H", "C", "H", "C", "H", "H", "C", "C", "H", "C", "C", "H", "C", "C", "H", "H", "H", "H", "H", "H", "C", "C", "H", "C", "H", "H", "H", "H", "C", "H", "H", "H", "H", "Cl", "H", "C", "H", "C", "C", "H", "H", "H", "H", "O", "H", "H", "H", "H", "C", "C", "C", "N"], "coordinates": [[-3.148, 0.659, 1.804], [-4.980, 2.806, -0.049], [-2.545, 2.756, -4.633], [-1.610, -0.480, 0.273], [0.778, 1.394, 2.006], [4.743, 1.888, 0.817], [1.275, 3.084, 2.154], [2.440, 1.037, -0.333], [3.630, -1.996, 4.869], [-0.482, -3.993, 4.154], [5.290, -1.089, 2.462], [-2.592, 3.646, -2.045], [2.005, -4.513, 2.003], [3.819, -2.584, 3.952], [1.288, 4.202, 0.116], [0.735, -5.622, 2.505], [2.817, -0.101, 0.441], [-0.379, 1.450, -2.332], [-1.642, -3.456, 5.893], [1.672, 3.325, -0.409], [-1.437, 3.759, -0.212], [-3.259, 1.406, 1.010], [2.462, 1.793, 2.406], [3.357, -3.580, 4.041], [-4.753, 2.369, -3.097], [3.843, 0.087, -3.251], [1.595, 0.348, 3.716], [1.598, 2.099, 1.798], [0.600, -0.903, -5.253], [-3.362, 4.244, -2.569], [1.780, 4.275, -2.353], [-1.324, 0.547, -4.511], [-0.846, 0.502, -2.656], [-3.205, -2.379, 1.656], [0.040, -0.055, -5.663], [-2.252, 4.293, -0.716], [1.334, -0.136, 4.661], [-1.413, -2.172, -0.828], [1.741, -1.607, 0.509], [1.059, -2.316, 3.342], [1.899, -3.134, -1.526], [2.694, 1.051, -1.716], [4.907, -2.731, 3.879], [-2.442, -2.771, 0.974], [2.480, 2.232, -2.418], [1.956, 3.361, -1.779], [-1.910, -1.028, 2.303], [-5.223, 4.017, -1.335], [-0.945, 2.863, -5.397], [-1.811, 2.214, -5.237], [-1.697, 0.353, -1.943], [-1.860, -0.133, 1.652], [-3.050, -1.544, -0.712], [-2.263, 2.026, -6.219], [-2.838, -0.540, -4.789], [-4.468, 2.119, -2.056], [0.758, 0.738, -5.895], [4.281, -1.072, 2.055], [0.699, -1.470, 4.424], [2.737, 2.241, -3.479], [3.155, -0.181, -2.428], [3.345, -1.850, 2.737], [-0.987, 0.449, 1.985], [1.450, -4.118, -0.097], [-6.345, 2.650, -1.174], [-2.820, -3.702, 0.534], [-0.516, -1.251, 6.177], [-1.537, -3.015, 1.545], [-0.237, -1.914, 5.355], [1.911, 2.166, 0.329], [-4.662, 1.047, -1.905], [5.066, 0.846, 0.676], [2.238, -0.202, 5.289], [-3.129, 4.323, -0.056], [-0.396, -0.382, -6.612], [3.695, -0.871, -1.756], [0.528, -3.621, 3.272], [-1.695, 3.599, -2.682], [0.626, 0.507, 5.202], [-2.605, -1.600, -4.628], [0.340, -4.421, 1.303], [3.734, -3.836, -0.215], [-4.023, -0.001, 1.798], [4.016, -0.136, 1.063], [-0.151, -0.324, -2.447], [2.065, -3.284, -0.454], [-2.142, -1.759, -0.117], [5.389, 0.728, -0.371], [-1.934, 5.323, -0.913], [-3.176, -0.417, -5.822], [5.924, 0.657, 1.330], [-3.047, 2.280, -1.904], [-3.662, -0.261, -4.122], [-3.169, 1.164, 2.772], [-0.939, -4.976, 4.038], [2.304, -0.733, -2.873], [-0.869, -3.145, 5.188], [-5.296, 2.951, -1.090], [0.936, -4.582, 2.213], [2.038, -1.890, 2.396]], "homo_energy_ev": [-7.25, -8.05], "total_charge": 0, "max_force_ev_per_a": 1.8, "orbital_gap_ev": [7.91, 8.60], "spin_multiplicity": 4, "e_above_lowest_kj_mol": 14.4}

---

# 2
{"formula": "C28H48BrF3I2N2O8P2", "method": "wB97M-V/def2-TZVPD", "species": ["O", "H", "O", "C", "H", "Br", "C", "H", "C", "C", "F", "O", "H", "H", "H", "H", "H", "H", "H", "H", "C", "H", "C", "C", "H", "H", "H", "H", "H", "I", "H", "H", "C", "H", "H", "H", "C", "C", "C", "H", "H", "C", "N", "C", "H", "C", "H", "C", "O", "H", "H", "H", "F", "C", "H", "P", "C", "H", "I", "H", "H", "N", "O", "H", "H", "C", "C", "O", "H", "H", "C", "C", "C", "C", "C", "H", "H", "H", "H", "O", "P", "C", "H", "H", "F", "H", "H", "H", "H", "C", "C", "C", "O", "H"], "coordinates": [[4.593, -3.455, 9.122], [-0.737, -2.723, -4.296], [-2.284, 0.230, -1.897], [1.097, -0.641, 1.257], [-1.880, 2.748, -3.444], [-2.840, -1.992, 2.048], [-5.662, 1.495, -2.680], [-1.489, 0.180, -5.077], [3.041, 0.484, 0.047], [0.584, 0.419, 3.595], [-6.150, -0.805, -5.847], [4.443, -1.413, 6.996], [3.751, -0.705, 2.545], [6.292, -2.196, 7.568], [-4.215, 1.489, -1.027], [1.046, 0.116, -1.753], [1.559, 2.164, 0.403], [2.957, -2.617, 6.310], [4.451, 0.161, 4.752], [-3.295, 2.355, -4.443], [1.574, -0.155, 2.692], [-2.582, 0.944, 2.865], [-3.055, 0.870, -2.898], [-1.112, 0.788, -1.354], [2.718, 1.227, 6.331], [0.236, -3.983, -3.436], [6.246, -0.471, 7.161], [-7.496, 2.346, -2.188], [0.114, 3.115, -2.351], [3.200, -2.552, -0.333], [6.151, -1.679, 5.862], [2.928, -4.161, 8.192], [2.376, 0.858, 5.337], [-2.459, 3.090, -0.588], [-6.260, 2.713, -1.091], [-0.815, -1.219, -0.379], [3.453, -3.207, 8.305], [-4.218, 1.691, -2.130], [-1.978, 1.795, -6.487], [-0.589, 2.675, 0.629], [0.481, -2.349, -1.791], [-0.888, -0.154, -0.041], [-0.292, 3.613, -1.555], [-3.742, -0.337, -3.678], [4.792, -1.432, 9.599], [-1.494, 1.301, -5.041], [4.531, -3.417, 6.438], [-2.426, 1.880, -3.900], [0.129, 0.312, 0.832], [-2.556, 2.757, -6.398], [0.584, 1.271, -8.482], [0.739, 0.765, -6.772], [-4.200, -1.065, -6.897], [2.940, -0.248, 3.159], [3.159, 2.628, -0.233], [-1.140, 2.547, -0.693], [-0.021, 1.002, -7.571], [4.071, -2.471, 10.864], [4.840, 0.381, -1.188], [-6.088, 0.509, -2.347], [0.391, 1.161, -3.059], [-6.510, 2.570, -2.068], [-0.808, 2.162, -7.257], [-4.466, -0.894, -3.031], [0.199, 1.373, 5.532], [3.376, 0.249, 4.475], [5.858, -1.454, 6.893], [-4.244, 0.035, -4.978], [-2.890, -1.061, -3.849], [5.807, -2.570, 10.503], [3.856, -2.708, 6.928], [2.414, -0.682, 0.379], [2.643, 1.923, 0.476], [-4.806, -1.006, -5.661], [0.629, -1.866, -2.797], [-3.960, 2.784, -2.240], [-0.729, 0.158, -7.768], [1.002, -2.912, -4.751], [-5.769, 1.643, -3.787], [-2.526, 1.267, 1.946], [-2.586, -0.058, 0.872], [0.986, 0.915, 4.892], [3.038, 2.107, 1.508], [1.695, -1.550, -2.960], [-4.658, -2.234, -5.090], [-2.553, 0.998, -7.021], [0.717, -1.689, 1.365], [2.770, -2.503, 8.791], [-0.465, 0.464, 3.245], [4.820, -2.420, 10.066], [0.285, -2.968, -3.898], [0.111, 0.403, -2.290], [-0.302, -0.790, -3.015], [-0.439, 1.685, -4.974]], "homo_energy_ev": -8.48, "total_charge": 0, "max_force_ev_per_a": 3.8, "orbital_gap_ev": 8.03, "spin_multiplicity": 1}

---

# 3
{"formula": "C27H12Cl48F2O4S", "method": "wB97M-V/def2-TZVPD", "species": ["C", "Cl", "C", "C", "Cl", "O", "C", "C", "Cl", "Cl", "C", "Cl", "Cl", "Cl", "Cl", "C", "Cl", "Cl", "Cl", "Cl", "Cl", "Cl", "H", "Cl", "Cl", "Cl", "Cl", "H", "H", "C", "C", "C", "Cl", "C", "C", "Cl", "Cl", "Cl", "C", "Cl", "C", "Cl", "F", "H", "C", "C", "Cl", "Cl", "Cl", "Cl", "Cl", "Cl", "Cl", "Cl", "Cl", "Cl", "Cl", "H", "C", "O", "Cl", "Cl", "Cl", "Cl", "C", "F", "C", "H", "H", "C", "C", "Cl", "H", "C", "C", "C", "H", "H", "O", "Cl", "S", "C", "Cl", "H", "Cl", "C", "Cl", "Cl", "Cl", "C", "Cl", "O", "Cl", "H"], "coordinates": [[-3.637, -0.948, -1.179], [6.896, 8.557, -4.708], [5.485, 3.263, 6.836], [-1.836, -3.224, -1.490], [-11.062, 0.108, -5.379], [0.807, -3.786, -1.856], [4.361, 0.152, -5.140], [8.751, -3.047, 2.997], [-6.573, -6.493, 3.431], [-8.716, -5.665, 1.687], [-11.345, 1.505, -4.335], [-10.937, -0.170, 2.050], [-7.307, -1.974, 0.176], [9.205, -4.752, 3.025], [-7.482, 0.772, -0.715], [3.483, -3.504, -1.177], [-10.629, -2.826, 3.128], [-6.702, -1.310, -2.557], [5.220, 4.946, 0.356], [7.311, 2.722, 0.850], [5.802, -0.402, -5.997], [4.758, 7.572, 1.470], [-3.984, -1.559, -2.012], [-11.306, 2.983, -5.304], [12.015, -2.258, 8.516], [7.455, 6.631, 1.049], [-13.268, -1.723, 2.755], [3.350, -3.959, 0.915], [-4.731, -2.393, 0.073], [2.028, 0.064, -1.459], [0.123, -1.561, -1.439], [-7.030, -5.398, 2.126], [-7.699, 3.864, -0.239], [2.574, -2.335, -1.326], [5.902, 1.792, 1.370], [-10.412, 4.697, -0.743], [10.137, -2.075, 2.492], [-6.819, -3.724, 2.662], [0.572, -0.237, -1.395], [3.760, -1.154, -4.100], [-7.729, -0.918, -1.175], [7.425, -2.803, 1.855], [-4.287, 0.278, -1.218], [-4.263, -0.850, 0.908], [-1.662, 0.565, -1.251], [-3.988, -1.607, 0.179], [5.889, 1.544, 6.774], [11.169, -1.762, 5.802], [-12.928, 1.351, -3.562], [-8.940, 5.833, 1.463], [5.444, 2.282, 3.003], [3.108, 0.586, -6.306], [-11.669, -2.449, 0.465], [9.389, -1.183, 7.992], [5.794, 7.294, -1.211], [11.729, 0.450, 7.565], [6.864, 4.211, 6.273], [0.063, 1.843, -1.302], [-9.217, 4.372, 0.513], [2.434, 1.191, -1.639], [4.760, 1.548, -4.146], [4.094, 3.576, 5.790], [9.736, 8.575, -5.217], [8.715, 7.534, -2.725], [11.080, -1.189, 7.467], [4.250, -0.751, -1.113], [3.365, -4.321, -0.108], [-2.890, -3.217, -1.242], [-2.351, 1.394, -1.189], [2.979, -1.063, -1.292], [5.800, 6.610, 0.415], [-6.002, -5.688, 0.718], [-0.895, -3.047, -3.765], [-2.135, -0.740, -1.279], [8.414, 7.685, -4.456], [1.130, -2.656, -1.555], [-3.074, -2.089, 0.529], [-1.311, -3.924, -0.846], [-3.130, -3.622, -3.731], [8.225, -2.547, 4.606], [-1.821, -3.853, -3.182], [-0.305, 0.827, -1.321], [-9.419, -1.148, -1.604], [4.220, -3.652, -1.963], [8.293, 6.077, -5.175], [-11.629, -1.796, 2.102], [6.309, 0.073, 1.368], [5.089, 3.719, 8.494], [-10.095, 1.570, -3.095], [-1.252, -1.828, -1.399], [-9.806, 3.086, 1.570], [-1.291, -5.184, -3.214], [4.543, 2.061, 0.264], [3.262, -5.394, -0.251]], "homo_energy_ev": -9.25, "total_charge": 0, "max_force_ev_per_a": 1.7, "orbital_gap_ev": 7.52, "spin_multiplicity": 1}